(1)
ORCA calculation (ωB97M-V/def2-TZVPD) on one molecule with the formula C26H26FN3O2.

Structure (ORCA input):
```
! RIJCOSX wB97M-V def2-TZVPD def2/J DEFGRID3
* xyz 0 1
F -6.3477 0.7504 2.9801
O 1.0890 -3.4541 -0.0094
O 2.8396 0.7774 1.4780
N 2.4497 -1.0524 0.1942
N -1.5649 -1.1980 1.0815
N 0.1866 1.5332 -2.4122
C 2.3034 -4.3340 1.8514
C 2.7270 -2.0694 1.1147
C 1.9771 1.1414 -0.7245
C 3.2603 -4.1888 2.8412
C -2.3449 -1.2479 0.0166
C -5.2722 1.1759 2.2812
C -4.0420 1.2435 2.9093
C -0.4483 2.7445 -1.9089
C 3.9305 -2.9860 2.9813
C -2.9519 1.6861 2.1867
C -3.0757 2.0449 0.8438
C -1.8879 2.4647 0.1109
C -0.8797 -2.7557 -1.1016
C 2.4614 0.2905 0.4367
C -2.0458 -2.0148 -1.1008
C 3.0517 1.2681 -1.8116
C 3.6729 -1.9323 2.1225
C 0.6687 0.6485 -1.3735
C 2.5472 2.2205 -2.8942
C -0.0524 -2.7032 0.0197
C -1.7155 2.3718 -1.2046
C 1.1960 1.7328 -3.4331
C -5.4355 1.5401 0.9565
C -4.3335 1.9711 0.2438
C -0.4508 -1.9044 1.0916
C 2.0263 -3.2787 1.0001
H -0.5963 -3.3746 -1.9396
H -0.1136 0.5403 -0.6190
H 0.1968 3.3277 -1.2336
H 1.3408 0.7669 -3.9310
H 2.4353 3.2226 -2.4755
H 0.1459 -1.8351 1.9921
H -3.2432 -0.6497 0.0680
H -1.9838 1.7345 2.6608
H -6.4126 1.4846 0.5023
H -1.0797 2.8437 0.7249
H 3.2536 0.2865 -2.2498
H -2.4778 1.9425 -1.8382
H -4.4532 2.2684 -0.7867
H 3.2654 2.2758 -3.7135
H -0.6858 3.3684 -2.7758
H 0.8078 2.4362 -4.1727
H 3.9810 1.6428 -1.3777
H 2.0254 -1.3673 -0.6665
H 4.6678 -2.8661 3.7600
H 1.7567 -5.2564 1.7309
H 1.8037 2.1351 -0.2988
H -2.7085 -2.0326 -1.9514
H 0.8222 -0.3261 -1.8526
H 3.4711 -5.0121 3.5058
H 4.1925 -0.9948 2.2266
H -3.9509 0.9531 3.9436
*
```

- SMILES: O=C(Nc1ccccc1Oc1cccnc1)[C@H]1CCCN(C/C=C/c2ccc(F)cc2)C1
- HOMO: -8.444 eV
- Energy: -1420.98169 hartree
- ΔE to the lowest compared entry with this formula, charge and spin: 23.5 kcal per mole

---

(2)
ORCA calculation (ωB97M-V/def2-TZVPD) on a 10-piece molecular cluster, C32H90N6O14 overall in a non-equilibrium geometry.

Structure (ORCA input):
```
! RIJCOSX wB97M-V def2-TZVPD def2/J DEFGRID3
* xyz 0 1
O 0.9250 -0.3104 7.8768
O 4.5383 4.0241 -4.0567
O 0.6667 -0.9327 1.1636
O -8.2380 1.7541 7.6629
O -0.9209 -1.9182 5.7783
O -7.4480 1.0450 -3.5850
O 3.7934 7.2179 7.9759
O -3.9788 -6.0596 -3.0662
O -3.3427 7.3405 -5.8249
O -1.1111 1.3831 0.3603
O 6.3965 -6.6418 4.8062
O -6.9551 1.3874 -0.8198
O -1.9511 -4.5888 -9.6935
O -6.3169 -0.6066 6.7189
N -1.2027 4.7938 -4.0967
N 8.9798 -8.8853 6.4083
N -2.2921 -6.7797 -0.9697
N 4.7275 4.1882 -6.9817
N 1.0585 6.1271 7.7398
N 0.5112 -3.5972 -8.3367
C -7.4178 -0.1355 -2.7104
C -2.1322 5.9586 -4.1808
C 0.8591 7.6026 5.8019
C -4.3355 -5.8941 -1.7166
C 5.0133 4.4571 -2.7929
C 1.1892 -1.2685 6.8633
C 0.0313 1.4101 1.1305
C 1.7540 6.9110 6.8038
C 5.6312 3.3013 -4.7674
C -7.6907 0.3185 -1.2608
C -3.9827 -6.7934 0.6600
C 7.6128 -8.3685 6.1694
C 6.6408 -5.5478 3.9148
C 4.7474 8.0106 8.6849
C -3.1242 -4.4270 -10.5631
C -1.7371 6.8928 -3.0622
C -3.5665 7.7696 -7.1760
C -0.7666 -3.8208 -7.6168
C 7.6700 -7.1611 5.2243
C 0.1014 -2.4281 6.6270
C 2.7195 7.9623 7.4509
C -6.5281 0.7026 6.1272
C -3.7164 -6.9752 -0.8508
C -0.6260 -2.8355 -6.4157
C 6.3426 2.4336 -7.0285
C 5.1573 2.9878 -6.2382
C -2.2870 6.3523 -5.7374
C -1.9782 -3.7364 -8.5146
C 0.9709 0.2699 0.5142
C 7.0227 -8.0623 7.5502
C -4.5633 -7.1536 -3.7725
C -6.9567 1.8032 7.1521
H -2.0366 -2.7153 -8.8915
H 5.7796 2.3211 -4.3142
H -3.7613 -7.6657 1.2751
H -0.2547 5.1045 -3.9390
H -8.7223 0.6533 -1.1520
H 6.6938 1.4768 -6.6421
H 7.0425 -9.2213 5.8011
H 7.4562 -7.1750 8.0116
H 6.5519 3.8830 -4.7226
H 5.1133 4.0731 -7.9079
H 4.3066 2.3149 -6.1312
H -6.2837 1.7111 8.0046
H 5.1713 5.0141 -6.6063
H 0.3397 6.8034 5.2733
H -0.7144 6.8027 -2.6962
H -4.1331 8.6985 -7.1114
H 5.5902 -5.3174 3.7378
H 7.1408 -8.9561 8.1629
H -4.1060 -4.3792 -10.0921
H -0.8840 1.7308 -0.5053
H 2.0843 -1.7949 7.1946
H -2.7285 7.7597 -7.8730
H -2.9784 -3.3876 -10.8572
H -0.5040 -1.4587 5.0457
H 5.3935 7.2942 9.1921
H 5.3262 8.7381 8.1157
H 5.6274 3.7518 -2.2329
H 1.9803 0.6675 0.6198
H -5.5854 1.1103 5.7622
H -0.3484 -1.8393 -6.7601
H -0.7679 -4.7573 -7.0589
H -0.0990 -1.3483 0.7605
H 2.1877 8.5245 8.2185
H -8.1264 2.1411 8.5343
H -7.3425 0.5825 5.4127
H 0.1378 8.2687 6.2754
H 1.0220 0.1044 -0.5619
H 7.0569 -5.7218 2.9225
H -4.1235 -4.9153 -1.2865
H 8.2796 -7.4307 4.3619
H 4.2358 8.6489 9.4053
H -3.7383 -7.3974 -4.4418
H -3.1182 5.6208 -3.8616
H -5.3755 -6.1796 -1.5581
H -2.8784 -3.9552 -7.9403
H -1.9152 -6.7806 -1.9068
H 5.6329 5.3530 -2.8304
H -3.0876 -5.0561 -11.4525
H -5.0563 -6.6343 0.7601
H 7.2170 3.0797 -6.9508
H 9.3382 -9.2708 5.5463
H 0.7821 5.2007 7.4473
H 5.9780 -7.7932 7.3942
H -2.3336 6.7825 -2.1566
H 0.4980 -3.3096 6.1231
H 0.5508 2.3682 1.1125
H -6.7220 2.8339 6.8862
H -2.6622 5.4190 -6.1573
H 1.6239 5.9432 8.5563
H -0.3162 1.2915 2.1568
H 7.1597 -4.7853 4.4957
H 6.1009 2.5232 -8.0876
H -6.4244 -0.5787 -2.7808
H 2.4412 6.3194 6.1989
H -1.7341 -7.4856 -0.5111
H 1.3286 -0.7623 5.9081
H -1.3821 6.5717 -6.3041
H -6.0071 1.2541 -0.8926
H 4.1753 4.6302 -2.1176
H 8.2653 -6.4598 5.8091
H -8.0492 -0.9591 -3.0439
H 8.8378 -9.7498 6.9109
H 0.7303 -2.6313 -8.5345
H -7.4067 -0.5064 -0.6074
H 2.9513 8.7221 6.7045
H 0.2443 -3.1848 -5.8601
H -3.9450 -8.0111 -1.1014
H -5.4339 -6.9567 -4.3981
H -0.4346 -2.7188 7.5304
H -1.3145 4.3951 -5.0179
H -5.3793 -0.8070 6.6703
H -3.4257 -5.9607 1.0894
H -4.9505 -8.0320 -3.2563
H -4.3462 7.0561 -7.4426
H -1.4945 -2.9013 -5.7604
H 0.5099 -3.8880 -9.3039
H 1.7657 0.0338 8.1873
H -7.3313 1.7588 -2.9538
H 1.3701 8.1685 5.0230
H -2.1498 7.8582 -3.3554
*
```

- SMILES: COC[C@H](C)N.COC[C@H](C)N.COC[C@H](C)N.COC[C@H](C)N.COC[C@H](C)N.COC[C@H](C)N.OCCO.OCCO.OCCO.OCCO
- HOMO: -9.017 eV
- Energy: -2654.67383 hartree
- ΔE to the lowest compared entry with this formula, charge and spin: 149.6 kcal per mole

---

(3)
ORCA calculation (ωB97M-V/def2-TZVPD) on C4H4INO2S2 as an isolated structure in a non-equilibrium geometry.

Structure (ORCA input):
```
! RIJCOSX wB97M-V def2-TZVPD def2/J DEFGRID3
* xyz 0 1
I -4.3910 -4.8972 0.4705
S -0.5988 -1.4923 -1.5079
S -2.1877 -0.3445 0.8687
O -2.5084 -4.0350 -1.6930
O -3.6247 -2.0369 0.8865
N -2.8111 -2.4763 -0.0955
C -3.0432 -3.7301 -0.6680
C -0.6970 0.5809 0.2973
C 0.2866 -0.2290 -0.4506
C -1.9462 -1.5027 -0.3736
H 0.8677 0.1527 -1.2435
H -1.0678 1.3320 -0.2474
H 0.7906 -0.8564 0.1626
H -0.2649 1.1074 1.1167
*
```

- HOMO (alpha / beta): -8.753 / -8.752 eV
- Energy: -1454.00995 hartree

---

(4)
ORCA calculation (ωB97M-V/def2-TZVPD) on C27H22N6O6S3Y as an isolated structure in a non-equilibrium geometry.

Structure (ORCA input):
```
! RIJCOSX wB97M-V def2-TZVPD def2/J DEFGRID3
* xyz -1 1
Y -0.2977 -0.3122 0.5678
S -1.0468 -2.0931 -1.4949
S 0.5525 0.8745 -2.8329
S -1.6294 2.7461 1.2425
O -1.6460 -0.6525 4.6208
O -3.9724 -1.5102 5.2851
O -0.1461 0.7826 -1.3795
O 1.8249 -0.7075 0.6623
O -0.4597 -0.1436 2.7997
O -5.4475 -2.6189 3.9582
N -4.4785 -1.7781 1.7075
N -1.9387 -4.6614 -1.0087
N 0.0685 -2.7051 1.1317
N -0.7446 -3.7052 0.7154
N 1.1334 2.2478 1.4119
N -2.6135 -0.8168 1.1826
C 2.2261 1.3673 -2.5268
C 3.0230 1.4258 -3.6501
C -1.5058 -0.5144 3.3453
C 4.8163 2.3104 -2.2838
C -1.2574 3.5655 -5.2508
C 3.7900 -1.7567 4.0599
C -4.5003 -1.8804 4.1471
C -0.0336 2.5809 1.3437
C 2.6721 1.7075 -1.2488
C 3.8160 -0.4156 3.6317
C -4.3064 -1.1959 -0.6686
C 3.9929 2.1658 -1.1740
C -3.8304 -1.5596 2.8911
C -1.2390 -3.5467 -0.5770
C 3.0238 -2.7123 3.4019
C 2.1215 -2.2945 2.3843
C -2.6803 -0.9040 2.5360
C 4.3560 1.8721 -3.4826
C -0.5720 4.6252 -3.1675
C 1.0129 -3.1431 1.9636
C 2.3259 -1.0068 1.8374
C -0.1082 2.3376 -3.5135
C -0.0612 3.4541 -2.6719
C -1.1072 4.6943 -4.5030
C -0.7093 2.3200 -4.8059
C -3.7746 -1.2323 0.7307
C 3.1917 -0.0746 2.5008
H 3.3069 0.8964 2.0316
H 5.8176 2.7110 -2.2587
H 4.4909 0.2407 4.1843
H -1.6911 -5.4908 -0.4744
H -0.6234 5.5222 -2.5203
H 4.2854 2.5567 -0.1486
H 5.0735 1.7637 -4.3406
H -2.1330 -4.6740 -1.9542
H -5.2067 -0.5815 -0.6354
H -1.5269 5.6249 -4.8699
H -1.8633 3.4692 -6.1377
H -5.2761 -2.4308 1.6870
H 4.4709 -2.0363 4.9235
H 0.3984 3.3769 -1.6820
H 2.0568 1.5798 -0.2922
H 3.0089 -3.7355 3.6662
H -4.6448 -2.1839 -1.0459
H -0.7275 1.4385 -5.4220
H -3.4753 -0.8738 -1.3435
H 2.5208 1.0008 -4.5294
H -3.0254 -1.1203 5.0928
H 0.9228 -4.1899 2.2509
*
```

- HOMO: -4.287 eV
- Energy: -3055.24275 hartree
- ΔE to the lowest compared entry with this formula, charge and spin: 45.1 kcal per mole

---

Question: The lowest energy belongs to which entry?
Answer: C27H22N6O6S3Y

---

Question: The highest energy belongs to which entry?
Answer: C26H26FN3O2

---

Question: Among the records above, which one has the lowest energy?
Answer: C27H22N6O6S3Y

---

Question: Among the records above, which one has the highest energy?
Answer: C26H26FN3O2